1.
72
Properties=species:S:1:pos:R:3:forces:R:3 method="wB97M-V/def2-TZVPD" e_above_lowest_kcal_mol=124.2 total_charge=0 e_lumo_ev=-1.49
C -4.560 0.949 -1.915 0.05 0.23 -0.21
C -3.188 0.439 -1.685 -0.72 -1.89 -0.85
C -2.735 -0.840 -2.054 -0.39 0.77 0.42
C -1.429 -1.127 -1.755 0.27 -1.01 -0.29
C -0.622 -0.047 -1.135 -1.97 2.16 -2.73
B -3.422 0.612 2.983 -1.32 0.21 -0.60
C 0.523 0.447 -2.039 -0.10 -0.44 0.15
C 0.745 1.796 -2.281 0.43 0.44 0.25
C 1.913 2.222 -2.898 -0.10 -0.33 -0.36
C 2.141 3.701 -2.997 0.01 0.81 0.34
F 3.371 4.025 -3.479 -0.90 -0.20 0.24
F 1.205 4.310 -3.791 0.80 -0.38 0.51
F 2.028 4.285 -1.758 0.09 -0.28 -1.11
C 2.825 1.304 -3.408 0.02 0.43 0.05
C 2.558 -0.042 -3.252 -0.26 -0.35 -0.04
C 3.526 -1.064 -3.775 0.44 -0.44 -0.12
F 3.894 -1.939 -2.779 -0.24 0.51 -0.85
F 3.000 -1.818 -4.788 0.49 0.52 0.83
F 4.678 -0.501 -4.245 -0.87 -0.53 0.30
C 1.411 -0.479 -2.583 0.25 0.20 0.00
O -3.530 1.962 2.895 -0.01 -1.10 -0.17
C -4.797 2.131 2.184 -0.43 0.70 -0.24
C -5.403 0.732 2.031 -0.75 -0.17 -0.17
O -4.460 -0.192 2.636 0.76 0.84 0.03
S -1.949 1.419 -1.103 1.08 0.22 0.34
H -5.195 0.134 -2.272 0.00 0.11 0.11
H -4.996 1.370 -0.998 -0.10 0.05 -0.22
H -4.553 1.731 -2.689 -0.26 0.08 0.16
H -3.424 -1.534 -2.536 0.22 0.01 0.16
H -0.952 -2.087 -1.940 -0.21 0.18 -0.07
H 0.040 2.559 -1.941 0.25 -0.37 -0.01
H 3.717 1.642 -3.921 -0.06 -0.05 0.10
H 1.221 -1.545 -2.467 0.10 0.19 0.01
H -5.444 2.785 2.779 0.28 -0.07 -0.13
H -4.591 2.596 1.208 0.04 -0.11 0.41
H -6.358 0.649 2.566 0.26 -0.08 -0.22
H -5.534 0.450 0.975 0.05 0.01 0.45
C 5.455 1.913 -0.942 -0.44 0.21 0.08
O 4.190 2.491 -0.578 1.17 0.23 0.88
C 3.388 1.804 0.275 -0.76 -0.32 -0.62
C 3.431 0.402 0.379 0.08 0.56 -0.12
C 2.221 -0.260 0.548 0.08 0.45 0.13
C 1.041 0.473 0.653 -0.64 -0.64 0.32
C -0.310 -0.190 0.291 1.05 -0.19 3.80
C -0.417 -1.549 0.925 0.43 -0.84 -0.18
C -1.039 -1.740 2.219 0.86 -0.28 -1.35
C -1.751 -0.912 3.084 0.66 -0.54 1.12
C -1.991 -1.362 4.385 -0.09 0.37 -0.13
C -1.520 -2.605 4.843 0.14 -0.35 -0.70
C -0.844 -3.475 3.965 -0.52 0.47 0.42
C -0.645 -3.038 2.661 0.51 0.15 -0.28
N 0.121 -3.617 1.657 -0.47 0.12 0.10
C 0.861 -4.852 1.791 0.16 -0.02 0.10
C 0.246 -2.728 0.608 -0.88 0.89 0.85
C 1.090 1.846 0.933 0.06 -0.42 0.18
C 2.282 2.523 0.788 0.71 -0.34 -0.51
H 6.008 2.744 -1.378 0.10 -0.22 0.04
H 5.984 1.505 -0.070 -0.10 0.18 -0.19
H 5.317 1.124 -1.692 -0.01 0.06 0.13
H 4.356 -0.148 0.199 -0.33 0.14 -0.11
H 2.215 -1.349 0.516 -0.09 0.33 -0.06
H -1.073 0.363 0.861 0.31 0.01 -0.36
H -2.047 0.192 2.769 1.03 -0.88 0.47
H -2.557 -0.727 5.068 0.15 -0.08 -0.05
H -1.689 -2.894 5.882 0.04 0.09 -0.36
H -0.477 -4.448 4.280 -0.09 0.21 0.11
H 0.262 -5.561 2.369 0.15 -0.05 -0.27
H 1.082 -5.248 0.793 -0.18 -0.02 0.28
H 1.817 -4.698 2.316 -0.26 0.01 -0.10
H 0.794 -3.001 -0.289 -0.07 0.06 0.28
H 0.188 2.386 1.223 0.12 -0.15 -0.22
H 2.361 3.599 0.896 -0.07 -0.10 -0.15

=====

2.
154
Properties=species:S:1:pos:R:3:forces:R:3 method="wB97M-V/def2-TZVPD" total_charge=+1 e_lumo_ev=-3.47
C 3.449 4.008 0.031 -0.72 -0.24 0.41
C 2.660 3.587 1.338 0.36 -0.20 -0.71
C 2.490 2.019 1.435 -0.05 1.06 0.06
C 1.785 1.436 0.170 0.20 -1.11 0.82
C 1.847 -0.147 0.106 -0.66 1.09 -0.99
C 0.897 -0.570 -1.088 0.35 -0.99 0.91
C 0.571 -2.120 -1.062 0.40 0.78 -0.90
C -0.581 -2.514 -2.049 -0.01 -0.67 0.30
C -2.020 -2.587 -1.413 0.61 0.64 -0.77
C -2.409 -1.367 -0.507 -0.66 -1.25 0.75
C -3.594 -1.850 0.451 0.22 0.30 0.05
C -3.306 -1.472 1.965 0.07 1.17 -1.14
S -4.902 -0.983 2.780 -0.27 -0.30 0.06
C -5.039 0.857 2.671 -0.23 0.59 -0.77
C -5.206 1.306 1.167 -0.60 -0.65 0.30
C -6.672 1.143 0.630 0.55 0.51 -0.51
C -6.762 1.930 -0.725 0.50 0.38 0.22
S -6.410 0.900 -2.210 0.67 -0.18 -0.46
C -4.656 1.082 -2.557 1.19 0.76 1.03
N -3.759 1.861 -1.975 -1.81 -0.89 -0.21
N -2.552 1.610 -2.563 0.14 -1.39 -1.45
C -2.747 0.690 -3.483 0.23 1.40 1.41
O -4.068 0.320 -3.544 -0.10 0.01 0.62
C -4.910 -1.440 4.544 0.21 0.44 0.78
C -3.760 -0.846 5.437 0.47 0.43 1.89
N -4.354 0.036 6.472 0.00 -0.01 -0.50
N -2.741 -0.044 4.718 0.42 -0.70 -0.26
N -3.192 -1.976 6.198 -0.04 0.16 -0.83
H 3.883 5.027 0.144 -0.41 -0.69 -0.23
H 4.277 3.292 -0.170 -0.47 0.46 0.16
H 2.737 3.968 -0.828 0.79 0.25 0.51
H 1.633 4.036 1.327 0.83 -0.17 0.01
H 3.227 4.013 2.198 -0.54 -0.55 -0.32
H 1.862 1.833 2.344 0.48 -0.16 -0.69
H 3.496 1.573 1.617 -0.67 0.12 -0.28
H 0.698 1.704 0.219 0.85 0.06 -0.21
H 2.223 1.803 -0.782 -0.32 0.02 0.66
H 2.888 -0.471 -0.129 -0.66 0.09 0.43
H 1.508 -0.575 1.081 0.27 0.15 -0.71
H -0.032 0.041 -1.018 0.54 -0.39 -0.23
H 1.419 -0.354 -2.051 -0.52 0.02 0.63
H 0.391 -2.460 -0.014 -0.09 0.14 -0.71
H 1.497 -2.619 -1.437 -0.76 0.27 0.59
H -0.356 -3.546 -2.425 -0.26 0.81 0.19
H -0.566 -1.869 -2.964 0.01 -0.26 0.83
H -2.746 -2.593 -2.263 0.34 -0.27 0.67
H -2.111 -3.567 -0.886 0.04 0.87 -0.15
H -1.588 -1.052 0.179 -0.30 -0.11 -0.89
H -2.751 -0.527 -1.155 0.46 -0.47 0.77
H -3.661 -2.957 0.384 -0.33 0.77 -0.01
H -4.545 -1.375 0.106 0.58 -0.64 0.37
H -2.788 -2.279 2.523 -0.51 0.63 -0.17
H -2.705 -0.531 1.934 -0.28 -0.82 0.51
H -6.000 1.124 3.178 0.89 -0.44 -0.03
H -4.174 1.374 3.131 -0.48 -0.70 -0.05
H -4.520 0.742 0.491 -0.27 0.68 0.49
H -4.955 2.388 1.119 0.07 -0.75 0.08
H -7.413 1.583 1.344 0.62 -0.38 -0.49
H -6.935 0.081 0.424 0.13 0.64 0.37
H -6.037 2.781 -0.762 -0.66 -0.60 0.13
H -7.783 2.346 -0.869 0.69 -0.43 -0.18
H -1.960 0.259 -4.116 -0.91 0.08 0.19
H -4.944 -2.547 4.684 0.12 0.80 -0.65
H -5.873 -1.067 4.975 0.68 -0.17 -0.62
H -3.735 0.041 7.283 -0.27 -0.15 -0.17
H -4.360 1.003 6.136 -0.17 -0.31 0.04
H -2.399 0.693 5.342 -0.25 -0.22 -0.14
H -1.930 -0.662 4.604 -0.23 0.38 -0.31
H -2.715 -2.621 5.562 -0.19 0.14 0.26
H -2.506 -1.629 6.874 -0.30 -0.13 -0.23
C 5.288 -6.140 -2.718 0.10 -0.11 -0.21
C 4.639 -5.159 -2.086 0.22 -0.45 0.60
C 4.042 -4.009 -2.833 -0.03 0.25 -0.79
O 3.441 -3.144 -2.214 0.23 -0.14 0.35
C 4.209 -3.967 -4.278 -0.29 -0.03 0.40
C 4.863 -4.945 -4.916 -0.24 0.50 -0.63
C 5.437 -6.111 -4.174 0.15 -0.30 0.51
O 6.007 -6.987 -4.792 -0.05 0.18 -0.27
O 5.035 -4.931 -6.243 0.20 -0.49 0.61
O 4.489 -5.157 -0.750 -0.21 0.43 -0.52
H 5.723 -6.977 -2.191 -0.02 0.01 0.00
H 3.789 -3.121 -4.799 0.05 -0.06 -0.05
H 5.533 -5.745 -6.451 -0.02 0.03 -0.09
H 3.986 -4.346 -0.545 0.03 -0.03 0.06
C 8.297 -2.050 -3.864 -0.42 0.02 -0.01
C 9.455 -1.958 -3.199 0.29 -0.27 -0.76
C 9.504 -1.512 -1.771 -0.29 0.23 0.59
O 10.575 -1.461 -1.201 0.16 -0.11 -0.31
C 8.244 -1.150 -1.122 0.27 -0.05 -0.01
C 7.090 -1.240 -1.789 -0.28 0.27 0.76
C 7.042 -1.711 -3.206 0.51 -0.18 -0.52
O 5.961 -1.792 -3.765 -0.20 0.27 0.19
O 5.917 -0.912 -1.219 0.23 -0.28 -0.70
O 10.623 -2.261 -3.777 -0.29 0.25 0.71
H 8.248 -2.373 -4.895 0.02 0.00 0.01
H 8.293 -0.813 -0.096 -0.01 0.00 -0.01
H 5.238 -1.066 -1.905 -0.08 -0.01 0.10
H 11.302 -2.114 -3.091 0.07 -0.04 -0.08
C 2.414 -1.155 -8.285 0.21 -0.13 0.20
C 1.663 -0.087 -8.573 -0.19 -0.53 -0.60
C 1.709 1.152 -7.735 0.26 0.35 0.54
O 1.021 2.105 -8.046 -0.17 -0.20 -0.27
C 2.585 1.157 -6.566 -0.24 0.10 -0.20
C 3.334 0.089 -6.275 0.25 0.56 0.70
C 3.307 -1.140 -7.130 -0.24 -0.27 -0.54
O 4.019 -2.082 -6.836 0.07 0.20 0.25
O 4.145 0.069 -5.204 -0.31 -0.55 -0.70
O 0.833 -0.073 -9.626 0.19 0.47 0.56
H 2.391 -2.054 -8.884 0.00 0.03 -0.01
H 2.596 2.052 -5.958 0.03 -0.01 -0.01
H 4.580 -0.808 -5.210 0.17 0.09 0.19
H 0.411 0.807 -9.616 -0.02 -0.03 -0.09
C -5.852 4.178 -6.247 -0.13 0.12 -0.13
C -5.440 2.973 -5.844 0.31 0.50 0.46
C -5.859 1.725 -6.555 -0.38 -0.27 -0.52
O -5.443 0.649 -6.164 0.18 0.16 0.27
C -6.761 1.855 -7.696 0.20 -0.16 0.25
C -7.176 3.061 -8.098 -0.39 -0.52 -0.55
C -6.736 4.310 -7.403 0.31 0.34 0.44
O -7.124 5.386 -7.813 -0.19 -0.18 -0.23
O -8.006 3.208 -9.140 0.37 0.46 0.52
O -4.628 2.825 -4.781 -0.38 -0.07 -0.59
H -5.555 5.087 -5.742 0.02 -0.02 -0.01
H -7.070 0.945 -8.191 0.00 0.02 -0.01
H -8.151 4.170 -9.225 -0.05 -0.04 -0.09
H -4.478 1.871 -4.682 -0.05 -0.01 -0.35
C -0.209 -2.597 8.785 0.07 -0.08 -0.05
C -0.696 -1.427 9.201 -0.29 -0.33 -0.53
C -0.114 -0.707 10.373 0.48 0.09 0.63
O -0.585 0.367 10.698 -0.31 -0.05 -0.37
C 0.998 -1.333 11.080 -0.25 0.22 -0.11
C 1.488 -2.508 10.668 0.46 0.19 0.68
C 0.923 -3.216 9.478 -0.29 -0.11 -0.37
O 1.408 -4.271 9.126 0.16 0.04 0.20
O 2.506 -3.105 11.301 -0.48 -0.14 -0.66
O -1.739 -0.831 8.585 0.39 0.33 0.55
H -0.620 -3.126 7.936 0.02 -0.04 0.03
H 1.398 -0.810 11.938 0.01 -0.02 -0.01
H 2.671 -3.934 10.811 0.11 -0.01 0.11
H -1.892 -0.001 9.080 0.03 0.01 0.04
C -0.173 4.647 7.174 -0.27 -0.29 -0.17
C 0.825 5.526 7.014 -0.19 0.06 0.82
C 1.470 5.740 5.681 0.03 -0.17 -0.62
O 2.358 6.558 5.575 0.03 0.11 0.34
C 0.995 4.937 4.554 0.19 0.20 0.02
C 0.003 4.061 4.717 0.11 -0.13 -0.71
C -0.658 3.869 6.045 -0.11 0.09 0.64
O -1.577 3.066 6.144 0.10 -0.17 -0.41
O -0.450 3.309 3.692 -0.12 0.09 0.68
O 1.290 6.250 8.033 0.17 -0.06 -0.75
H -0.650 4.485 8.132 0.02 0.03 -0.01
H 1.480 5.086 3.598 -0.02 -0.01 0.00
H -1.165 2.762 4.063 0.00 0.03 -0.03
H 2.003 6.805 7.659 0.00 0.05 0.13

=====

3.
12
Properties=species:S:1:pos:R:3:forces:R:3 method="wB97M-V/def2-TZVPD" e_above_lowest_kcal_mol=59.2 total_charge=0 e_lumo_ev="-0.86 / -1.62"
C 2.346 0.859 -0.521 0.51 -0.34 -0.01
C -2.396 0.147 0.818 0.16 -0.09 -0.27
P -0.633 -2.095 -0.050 0.09 -0.07 0.52
S 2.869 -0.663 0.289 -0.39 0.04 -0.02
S -1.288 -0.227 -0.582 -0.19 0.25 0.01
H 1.258 0.924 -0.489 -0.07 0.01 0.08
H 2.681 0.852 -1.554 -0.12 0.09 -0.10
H 2.784 1.706 0.002 -0.15 0.10 0.05
H -2.146 1.136 1.186 -0.03 0.06 0.07
H -2.247 -0.590 1.603 -0.05 0.03 0.05
H -3.423 0.126 0.464 -0.04 0.00 0.08
H 0.195 -2.175 -1.167 0.27 -0.06 -0.46

=====

4.
79
Properties=species:S:1:pos:R:3:forces:R:3 method="wB97M-V/def2-TZVPD" e_above_lowest_kcal_mol=0.0 total_charge=+1 e_lumo_ev=-3.96
C 1.639 1.202 -3.365 -0.39 -2.10 0.42
C 0.438 0.179 -2.994 -1.97 2.99 -1.57
O -0.760 0.479 -3.184 3.97 -1.50 0.99
N 0.863 -1.143 -2.459 -1.50 -0.37 2.46
C 0.504 -2.294 -3.346 0.58 -0.99 -1.92
P 0.320 -1.371 -0.791 1.28 0.09 0.21
S 1.198 0.329 0.232 -0.15 -0.25 -0.34
C 1.067 -2.874 0.043 2.18 -4.25 2.38
C 1.496 -2.880 1.561 0.25 -2.86 -3.00
C 2.113 -4.189 2.070 -0.58 1.15 -0.65
N 2.391 -5.407 1.408 -1.95 3.03 -2.30
C 2.007 -5.463 0.048 -0.92 3.43 1.19
C 1.351 -4.246 -0.629 0.11 0.57 0.97
C -1.545 -1.163 -0.556 -0.88 0.54 0.91
Br -2.672 -2.043 -1.928 0.86 0.37 0.56
C -2.123 -1.596 0.879 -0.51 1.11 0.38
C -1.485 -0.810 2.132 -1.15 0.10 0.55
Br -2.169 -3.588 1.156 0.17 1.36 -0.10
H 2.525 0.524 -3.658 -1.26 1.38 0.42
H 1.310 1.882 -4.214 0.39 -0.83 1.37
H 1.912 1.738 -2.398 -0.26 -0.48 -1.43
H 1.483 -2.801 -3.676 -1.43 0.75 0.56
H -0.156 -3.094 -2.879 0.65 1.32 -0.57
H 0.010 -1.887 -4.306 0.53 -0.74 1.69
H 1.788 -0.089 1.414 -0.56 -0.42 -0.98
H 1.368 -1.989 2.252 0.26 -1.47 -0.97
H 2.402 -4.175 3.186 -0.45 -0.10 -2.01
H 2.178 -6.418 -0.565 -0.25 1.67 1.21
H 1.053 -4.384 -1.731 0.58 0.23 1.98
H -1.752 -0.029 -0.652 0.51 -1.77 -0.02
H -3.237 -1.293 0.870 1.84 -0.64 -0.32
H -0.683 -1.390 2.691 -0.89 0.88 -0.99
H -2.355 -0.677 2.882 1.42 -0.35 -1.11
H -1.171 0.268 1.868 -0.35 -1.95 0.18
O -6.386 -2.959 -1.475 -0.27 0.57 0.02
S -6.934 -1.844 -2.204 -0.54 -0.09 -0.66
O -7.320 -0.624 -1.547 0.33 -0.67 0.04
O -8.172 -2.363 -3.105 1.13 0.37 0.07
C -9.228 -3.081 -2.465 -0.93 -0.36 0.56
C -10.169 -2.148 -1.726 0.11 0.24 0.22
C -5.843 -1.444 -3.538 -0.08 -0.02 -0.16
H -8.827 -3.849 -1.798 0.16 0.12 -0.08
H -9.782 -3.597 -3.254 0.34 0.13 -0.14
H -9.672 -1.689 -0.868 -0.05 -0.06 -0.05
H -11.041 -2.693 -1.358 0.07 -0.03 -0.09
H -10.503 -1.338 -2.378 -0.02 -0.14 0.00
H -5.588 -2.358 -4.073 -0.09 0.05 0.05
H -4.945 -0.996 -3.112 -0.21 0.01 0.06
H -6.337 -0.731 -4.198 0.00 -0.07 0.09
O 4.136 5.012 -2.205 0.01 -0.81 0.08
S 4.949 3.856 -2.477 0.96 0.39 0.10
O 4.386 2.531 -2.546 -0.21 0.50 0.14
O 6.195 3.837 -1.448 -0.43 0.08 -1.01
C 5.926 3.912 -0.047 -0.25 -0.14 1.03
C 5.459 2.578 0.504 -0.21 -0.21 -0.09
C 5.884 4.149 -3.950 0.13 -0.04 0.04
H 5.201 4.703 0.165 0.03 -0.03 -0.20
H 6.862 4.194 0.440 0.02 0.04 -0.37
H 4.475 2.313 0.110 0.05 0.05 0.04
H 5.387 2.615 1.594 0.05 0.07 -0.07
H 6.148 1.779 0.220 0.02 0.11 0.07
H 6.356 5.128 -3.880 -0.07 -0.09 0.06
H 5.195 4.124 -4.795 -0.05 -0.01 0.16
H 6.631 3.363 -4.057 -0.08 0.05 0.06
O 1.845 0.637 4.308 0.23 0.40 -0.33
S 1.580 2.047 4.157 -0.52 0.82 0.81
O 2.511 2.929 3.507 -0.15 -0.80 0.10
O 1.194 2.667 5.596 -0.32 -0.48 -1.24
C 2.092 2.470 6.690 0.89 0.03 0.87
C 3.281 3.409 6.613 0.17 0.05 -0.30
C -0.006 2.248 3.399 -0.11 0.06 0.12
H 2.415 1.426 6.743 -0.13 0.04 -0.17
H 1.529 2.679 7.603 -0.25 -0.03 -0.31
H 3.921 3.163 5.763 -0.03 0.00 0.09
H 3.884 3.341 7.521 -0.12 -0.03 -0.02
H 2.950 4.442 6.481 -0.01 -0.10 0.11
H -0.729 1.622 3.920 0.09 0.07 0.02
H 0.078 1.935 2.356 0.14 0.10 0.14
H -0.292 3.298 3.450 0.08 -0.08 0.01

=====

5.
61
Properties=species:S:1:pos:R:3:forces:R:3 method="wB97M-V/def2-TZVPD" total_charge=0 e_lumo_ev=0.39
Au 14.880 11.401 9.956 0.23 0.28 -0.19
N 17.784 13.070 9.364 -0.28 0.24 -0.18
P 18.000 11.490 10.026 -0.63 -0.04 0.14
C 19.791 11.756 10.195 1.03 -1.00 -1.80
C 20.771 11.251 9.291 -0.38 0.80 1.14
C 22.114 11.655 9.460 -2.55 0.05 0.28
C 22.449 12.567 10.423 0.10 0.64 0.62
C 21.480 13.067 11.282 -0.40 -0.19 0.50
C 20.160 12.649 11.170 -0.06 0.26 1.08
C 17.779 10.420 8.557 0.61 -0.24 0.50
C 17.042 10.802 7.464 -0.48 -1.12 -1.09
C 16.746 9.903 6.428 1.03 -0.88 -0.07
C 17.300 8.606 6.450 -0.12 1.75 1.54
C 18.070 8.239 7.564 -0.31 0.15 -0.25
C 18.270 9.117 8.618 0.24 0.07 0.51
C 16.747 13.944 9.495 -0.47 -0.02 -0.09
C 16.964 15.338 9.417 -1.27 -1.16 0.19
C 15.904 16.179 9.491 -1.37 0.31 0.32
C 14.602 15.663 9.639 0.01 0.98 -0.07
C 14.479 14.307 9.735 -0.46 0.48 0.36
N 15.510 13.461 9.670 0.42 -0.65 0.09
H 18.605 13.502 8.988 0.41 0.11 -0.10
H 20.380 10.611 8.505 0.63 -0.06 -0.05
H 22.878 11.359 8.837 1.36 -0.99 -1.54
H 23.479 12.906 10.478 -0.13 -0.04 0.19
H 21.711 13.706 12.119 0.32 0.29 -0.09
H 19.386 12.980 11.889 0.63 0.00 -0.43
H 16.619 11.759 7.408 -0.41 1.37 -0.02
H 16.187 10.178 5.534 -0.08 0.23 0.46
H 17.067 7.942 5.661 0.04 -0.72 -0.64
H 18.510 7.267 7.630 0.10 -0.52 -0.06
H 18.814 8.826 9.536 -0.23 -0.12 -0.73
H 17.922 15.721 9.400 2.00 0.56 -0.20
H 16.020 17.253 9.526 0.27 0.03 -0.20
H 13.735 16.347 9.726 0.65 -0.75 -0.09
H 13.534 13.851 9.937 -0.55 -0.22 -0.07
Se 11.184 11.839 10.210 0.03 -0.20 -0.23
P 11.935 9.963 10.856 1.06 0.02 -0.17
Se 13.921 9.199 10.014 -0.51 0.59 0.40
C 10.857 8.540 10.612 -0.90 0.22 -0.32
C 11.292 7.369 10.045 1.17 -0.49 -0.66
C 10.508 6.257 9.921 -1.90 -1.39 -0.01
C 9.164 6.277 10.332 -0.32 0.29 0.10
C 8.702 7.479 10.873 -0.32 0.25 0.14
C 9.522 8.609 10.987 -0.01 -0.67 0.55
C 12.087 9.956 12.663 -0.18 -0.02 1.23
C 12.386 8.775 13.353 0.08 0.16 0.05
C 12.401 8.723 14.762 0.44 0.30 -2.16
C 12.175 9.864 15.484 -0.81 0.38 0.58
C 11.810 11.031 14.820 0.67 0.49 -0.16
C 11.796 11.096 13.423 0.29 -0.94 0.62
H 12.278 7.290 9.618 0.27 0.12 0.17
H 10.864 5.328 9.486 0.32 0.27 -0.05
H 8.428 5.424 10.231 1.29 0.94 0.09
H 7.674 7.538 11.235 0.24 0.06 -0.16
H 9.181 9.509 11.474 -0.35 0.15 -0.08
H 12.661 7.916 12.741 -0.12 -0.10 0.37
H 12.710 7.824 15.213 0.15 -0.96 0.63
H 12.200 9.827 16.579 0.07 0.13 -0.43
H 11.681 11.939 15.408 -0.21 -0.16 -0.23
H 11.606 12.007 12.911 -0.31 0.68 -0.25